Entry from OMol25: a structure of composition C5H14I3O2P2S in a non-equilibrium geometry (wB97M-V/def2-TZVPD).

Last column: Mulliken charge in e.
Geometry (Å):
H  0.5346  0.3253  -0.5356  -0.571
H  -0.4427  -0.6771  1.1492  0.056
C  2.0722  0.3159  -2.0127  -0.665
H  -1.2872  -1.6438  3.5731  0.342
O  -1.5622  -0.9164  4.1409  -0.504
H  -0.5003  -0.8052  -3.1834  0.290
S  -2.0314  -1.9548  -0.6193  -0.221
C  -1.2118  0.2825  3.4901  -0.271
I  0.7769  2.8981  -1.0075  0.292
H  -3.4809  0.1958  -1.8239  0.160
H  3.3670  -1.3844  -1.7990  0.429
C  2.3693  -1.0814  -1.5143  -1.204
H  -1.9762  0.5369  2.7335  0.150
I  -1.5078  2.0327  -4.0425  0.273
H  -2.1986  0.8574  -0.0897  0.127
H  -1.2043  1.0735  4.2394  0.343
I  2.1818  0.3990  -4.1511  0.233
C  0.7308  0.8283  -1.4797  0.590
H  0.9071  -0.0615  3.5496  0.314
H  1.6660  -1.8132  -1.8979  0.338
H  2.8433  1.0071  -1.7074  0.616
C  0.1383  0.1779  2.8184  -0.274
P  -2.3273  -0.1104  -1.0972  0.187
H  0.3998  1.1250  2.3305  0.186
H  2.3128  -1.0985  -0.4289  0.348
P  -0.7096  0.3957  -2.5135  -0.112
O  0.1408  -0.9046  1.8788  -0.453

The charge is +1. The calculation puts the total energy at -63214.2513 eV. The calculation puts the HOMO energy at -0.4647 Ha. The frontier orbital gap comes out at 7.70 eV. Its LUMO energy is -4.94 eV.